The following is a DFT calculation (the ωB97M-V functional and the def2-TZVPD basis) of a structure of composition C30H27N2O2PtSb.

Values from the calculation:
Energy relative to the best compared isomer or geometry (same formula, charge and spin), kcal/mol: 20.2
Net charge: 0
Calculated total energy, eV: -48405.76296
Orbital gap, Ha: 0.2448
HOMO level, eV: -7.31
LUMO, eV: -0.65

XYZ file:
```
63
Properties=species:S:1:pos:R:3:lowdin_charge:R:1
Pt -1.3409 -1.4461 -1.0797 0.97
C -5.3999 -1.0120 0.1843 -0.02
C -3.9526 -1.4549 0.1456 -0.47
O -3.3529 -1.2009 -0.9587 -0.26
C -3.4514 -2.0788 1.2792 -0.04
C -2.1493 -2.5554 1.5583 -0.32
C -1.8321 -3.0899 2.9246 -0.02
N -1.1930 -2.5516 0.6751 -0.11
N 0.0707 -2.9549 0.9511 0.08
C 0.9220 -2.6363 0.0212 -0.46
O 0.6361 -1.9673 -1.0557 -0.23
C 2.3358 -3.0359 0.2152 -0.15
C 3.2977 -2.5911 -0.6892 -0.03
C 4.6298 -2.9321 -0.5157 -0.08
C 5.0112 -3.7283 0.5543 -0.09
C 4.0535 -4.1815 1.4527 -0.08
C 2.7231 -3.8366 1.2879 -0.03
H -5.5992 -0.3741 -0.6744 0.08
H -5.6142 -0.4687 1.1026 0.08
H -6.0650 -1.8753 0.1361 0.09
H -4.1589 -2.1833 2.0901 0.10
H -2.7303 -3.1596 3.5316 0.08
H -1.1119 -2.4284 3.4098 0.08
H -1.3669 -4.0715 2.8374 0.08
H 2.9846 -1.9827 -1.5278 0.10
H 5.3741 -2.5753 -1.2166 0.10
H 6.0510 -3.9998 0.6853 0.10
H 4.3480 -4.8066 2.2861 0.10
H 1.9668 -4.1782 1.9802 0.11
C -1.4410 6.1542 -1.0161 -0.09
C -2.3744 5.3566 -0.3693 -0.09
C -2.2283 3.9773 -0.3706 -0.14
C -1.1387 3.3892 -1.0035 -0.35
C -0.2099 4.1872 -1.6571 -0.12
C -0.3610 5.5675 -1.6596 -0.08
Sb -0.9438 1.2206 -0.9864 1.51
C 0.7330 1.0872 -2.3325 -0.40
C 2.0380 0.7301 -2.0143 -0.13
C 2.9802 0.5513 -3.0187 -0.09
C 2.6315 0.7348 -4.3477 -0.08
C 1.3331 1.1000 -4.6750 -0.08
C 0.3893 1.2621 -3.6724 -0.16
C -0.3016 1.0519 1.0649 -0.36
C 0.9555 0.6380 1.4891 -0.11
C 1.2268 0.4895 2.8428 -0.08
C 0.2445 0.7508 3.7852 -0.09
C -1.0195 1.1472 3.3696 -0.09
C -1.2910 1.2863 2.0173 -0.15
H -1.5581 7.2301 -1.0220 0.10
H -3.2200 5.8095 0.1332 0.10
H -2.9703 3.3611 0.1248 0.09
H 0.6378 3.7380 -2.1611 0.09
H 0.3687 6.1874 -2.1654 0.10
H 2.3362 0.5830 -0.9869 0.08
H 3.9924 0.2675 -2.7571 0.10
H 3.3663 0.5891 -5.1290 0.10
H 1.0524 1.2523 -5.7094 0.10
H -0.6308 1.5274 -3.9350 0.09
H 1.7328 0.4112 0.7730 0.07
H 2.2106 0.1644 3.1574 0.11
H 0.4587 0.6386 4.8404 0.10
H -1.7958 1.3439 4.0987 0.10
H -2.2897 1.5719 1.7016 0.09
```



The following is a DFT calculation (the ωB97M-V functional and the def2-TZVPD basis) of a cluster of 2 separate species, C4H11N3O in total.

Values from the calculation:
Energy relative to the best compared isomer or geometry (same formula, charge and spin), kcal/mol: 171.6
Net charge: 0
Calculated total energy, eV: -10837.76785
Orbital gap (spin up / spin down), Ha: 0.2482 / 0.2480
SMILES: C/C=C\C.N/N=N\O
HOMO level (spin up / spin down), eV: -6.67 / -6.67
LUMO (spin up / spin down), eV: 0.08 / 0.08

XYZ file:
```
19
Properties=species:S:1:pos:R:3:lowdin_charge:R:1
C 0.3250 1.5488 -1.3705 -0.14
C -0.1591 0.1685 -1.0309 -0.26
C -1.1022 -0.0986 -0.0135 -0.22
C -1.6770 0.9848 0.8367 -0.09
H 0.6435 2.0920 -0.4770 0.06
H 1.1852 1.4959 -2.0429 0.06
H -0.4337 2.1622 -1.8729 0.07
H -0.0494 -0.5917 -1.7960 0.08
H -1.6777 -1.0148 -0.0797 0.10
H -2.2961 1.6427 0.2159 0.09
H -0.8832 1.5946 1.2699 0.07
H -2.2869 0.5801 1.6422 0.07
N 2.1734 -1.1211 0.2626 0.10
N 1.1381 -0.4045 0.6356 -0.09
N 0.2178 -1.0142 1.3666 -0.10
O 0.0220 -2.4140 0.9151 -0.10
H 2.0070 -2.1023 0.0545 0.11
H 2.8680 -0.6188 -0.2682 0.11
H -0.0145 -2.8895 1.7524 0.08
```



The following is a DFT calculation (the ωB97M-V functional and the def2-TZVPD basis) of an isolated molecule of H9N3Si2.

Values from the calculation:
Energy relative to the best compared isomer or geometry (same formula, charge and spin), kcal/mol: 46.7
Net charge: 0
Calculated total energy, eV: -20371.82987
Orbital gap, Ha: 0.3487
SMILES: N[SiH2]N[SiH2]N
HOMO level, eV: -8.88
LUMO, eV: 0.61

XYZ file:
```
14
Properties=species:S:1:pos:R:3:lowdin_charge:R:1
N -2.3363 1.0301 0.2567 -0.13
Si -1.8974 -0.5744 -0.2535 0.62
N 0.2099 -0.7119 -1.0446 -0.32
Si 1.2202 0.2926 -0.0076 0.23
N 2.8577 -0.1675 0.1756 -0.14
H -1.5585 1.5499 0.4823 -0.05
H -3.2617 1.3670 0.5875 0.05
H -2.5598 -1.1825 -1.3515 -0.09
H -1.5250 -1.4710 0.8170 -0.08
H 0.4438 -1.6847 -0.6933 -0.02
H 0.9341 1.8630 -0.3294 -0.04
H 0.7466 0.1210 1.4223 -0.06
H 3.5715 0.4898 0.3725 0.00
H 3.1550 -0.9216 -0.4339 0.02
```